ORCA calculation (the ωB97M-V functional and the def2-TZVPD basis) on C33H64F3MgO25 as an isolated structure.

Element x y z (Å)
Mg (2.1799, 1.9371, -2.0448)
C (1.4975, -0.3343, 0.2070)
O (0.1604, 0.1564, 0.2995)
O (2.2090, 0.6627, -0.5033)
C (2.0595, -0.8087, 1.5721)
F (1.2225, -1.4384, 2.3544)
F (3.2333, -1.4223, 1.4960)
F (2.3290, 0.2749, 2.3308)
C (-0.9258, -0.8216, 0.3167)
C (-2.2502, -0.1291, -0.0833)
H (-2.2849, 0.3513, -1.0611)
H (-3.1441, -0.7516, -0.0448)
H (-2.5190, 0.7134, 0.5540)
H (-1.0406, -1.3368, 1.2704)
H (-0.7751, -1.5668, -0.4644)
H (1.4291, -1.2446, -0.3888)
C (-4.5393, -3.2523, 1.0463)
C (-3.6013, -4.2439, 1.6989)
C (-2.4102, -4.2220, 0.7808)
O (-2.8317, -3.5353, -0.3795)
C (-4.2506, -3.3892, -0.4230)
H (-4.3400, -2.2589, 1.4482)
H (-5.5743, -3.5003, 1.2818)
H (-4.0116, -5.2537, 1.6907)
H (-3.3334, -4.0593, 2.7393)
H (-2.1168, -5.2715, 0.7548)
H (-1.4860, -3.8227, 1.1987)
H (-4.7470, -4.1700, -0.9993)
H (-4.5478, -2.5467, -1.0476)
C (-0.2769, -5.7212, -3.0892)
C (0.0742, -5.4577, -1.6684)
C (0.7840, -4.1374, -1.6595)
O (0.5785, -3.5894, -2.9646)
C (-0.5253, -4.3539, -3.5009)
H (-1.2416, -6.1669, -3.3316)
H (0.5010, -6.2835, -3.6056)
H (0.6596, -6.2377, -1.1814)
H (-0.8817, -5.3455, -1.1569)
H (1.8672, -4.2578, -1.6378)
H (0.3080, -3.4211, -0.9898)
H (-0.4665, -4.2807, -4.5869)
H (-1.4876, -3.9040, -3.2566)
C (2.5509, 3.5419, 2.0602)
O (3.4720, 4.2644, 1.3329)
C (3.5204, 4.1748, -0.0152)
O (2.8606, 3.3729, -0.7204)
O (4.2902, 5.1492, -0.4767)
C (4.5205, 5.4429, -1.8348)
H (2.2599, 2.5795, 1.6390)
H (1.6037, 4.0788, 2.1112)
H (2.8368, 3.4774, 3.1101)
H (4.9936, 4.5965, -2.3325)
H (5.0842, 6.3695, -1.9433)
H (3.5732, 5.5847, -2.3550)
C (-0.5090, 4.0610, 0.2864)
O (-0.9519, 4.2657, -1.0035)
C (-0.4487, 3.5748, -2.0756)
O (0.3659, 2.6841, -1.9595)
O (-0.9725, 3.9078, -3.2167)
C (-2.2146, 4.6054, -3.3776)
H (-0.8848, 4.7769, 1.0174)
H (0.5586, 4.0961, 0.5037)
H (-0.8772, 3.0733, 0.5638)
H (-2.9852, 4.1431, -2.7607)
H (-2.6059, 4.4990, -4.3894)
H (-2.2043, 5.6733, -3.1594)
C (5.7823, 0.9084, 0.3821)
O (6.2422, 1.2672, -0.9125)
C (5.5213, 1.4480, -2.0090)
O (4.2688, 1.5789, -2.0920)
O (6.4093, 1.2761, -2.9998)
C (5.9356, 1.3229, -4.3708)
H (6.3651, 0.0422, 0.6952)
H (4.7211, 0.6742, 0.4664)
H (5.9917, 1.7232, 1.0752)
H (6.3034, 2.1040, -5.0362)
H (4.8563, 1.4432, -4.4649)
H (6.1553, 0.3182, -4.7319)
C (-1.6260, 1.8737, 8.0975)
O (-1.4279, 1.6027, 6.7240)
C (-2.5149, 1.5058, 5.9415)
O (-3.6465, 1.4509, 6.3750)
O (-2.0990, 1.4663, 4.6475)
C (-2.9610, 1.3164, 3.5780)
H (-2.1656, 2.8062, 8.2633)
H (-0.6992, 1.8364, 8.6700)
H (-2.3599, 1.1332, 8.4154)
H (-2.4881, 0.7011, 2.8125)
H (-3.4056, 2.2701, 3.2939)
H (-3.7635, 0.7219, 4.0146)
C (1.6039, -0.8858, -5.6059)
O (0.3771, -0.6084, -4.9994)
C (0.4024, 0.1409, -3.8658)
O (1.4442, 0.5361, -3.3261)
O (-0.7692, 0.3420, -3.3780)
C (-2.0536, 0.0968, -3.8876)
H (1.3701, -1.3553, -6.5614)
H (2.1866, -1.6615, -5.1092)
H (2.1823, 0.0210, -5.7832)
H (-2.2151, -0.9753, -3.7750)
H (-2.1251, 0.4732, -4.9080)
H (-2.7036, 0.6776, -3.2331)
C (-5.2672, 2.1620, -2.4745)
O (-6.2429, 1.1911, -2.1756)
C (-6.2656, 0.7604, -0.9963)
O (-5.5360, 0.9996, -0.0353)
O (-7.2353, -0.1071, -1.0223)
C (-7.3131, -1.1126, -0.0179)
H (-4.3059, 2.0476, -1.9735)
H (-5.6925, 3.1522, -2.3111)
H (-5.1251, 2.0197, -3.5457)
H (-7.5702, -0.6015, 0.9099)
H (-6.3849, -1.6646, 0.1301)
H (-8.0140, -1.9242, -0.2128)
C (5.6157, -2.6508, 3.4964)
O (4.6542, -2.1163, 4.3825)
C (5.0577, -1.3864, 5.4038)
O (6.2986, -1.2744, 5.7734)
O (4.0215, -0.7535, 6.0768)
C (2.6661, -0.7980, 5.6926)
H (5.9386, -3.5348, 4.0463)
H (6.4308, -1.9925, 3.1958)
H (5.0711, -3.0694, 2.6500)
H (2.4710, -0.4351, 4.6834)
H (1.9755, -0.2198, 6.3064)
H (2.3368, -1.8357, 5.6396)

As for the total charge: +1. As for the energy above the lowest of the compared OMol25 structures with the same formula, charge and spin: 275.7 kJ/mol. The calculation puts the largest force on an atom at 6.35 eV/Å. The calculation puts the gap between HOMO and LUMO at 0.302 Ha. As for the spin multiplicity: 1. The value obtained for the HOMO energy is -10.7 eV. For the calculated total energy, the calculation gives -3676.258130 hartree.



ORCA calculation (the ωB97M-V functional and the def2-TZVPD basis) on the molecule C4H8O.

Element x y z (Å)
C (-1.8540, 0.4735, 0.6837)
C (-0.7975, 0.4828, -0.3851)
C (0.3958, -0.0778, -0.1824)
C (1.3574, -0.6203, -1.1999)
O (0.8235, -0.2983, 1.1177)
H (-1.3979, 0.6766, 1.6486)
H (-2.7660, 1.0062, 0.4557)
H (-2.1485, -0.5727, 0.8569)
H (-0.9779, 0.8564, -1.3783)
H (1.2756, -1.7062, -1.2340)
H (1.0987, -0.3066, -2.2144)
H (2.3663, -0.3230, -0.9070)
H (1.7709, -0.1492, 1.2188)

As for the energy above the lowest of the compared OMol25 structures with the same formula, charge and spin: 91.2 kJ/mol. The calculation puts the largest force on an atom at 1.08 eV/Å. The calculation puts the gap between HOMO and LUMO at 0.339 Ha. As for the spin multiplicity: 1. The SMILES is C/C=C(/C)O. The value obtained for the HOMO energy is -8.3 eV. For the calculated total energy, the calculation gives -232.410904 hartree.



ORCA calculation (the ωB97M-V functional and the def2-TZVPD basis) on C33H40AsN5O3STi as an isolated structure.

Element x y z (Å)
Ti (-0.2415, -0.0869, -0.2067)
N (-1.9704, 1.0460, 0.9870)
N (-2.4779, 0.0450, 1.8388)
C (-1.5929, -0.9934, 2.2237)
O (-1.8807, -1.5914, 3.2621)
O (-0.6178, -1.2154, 1.4178)
H (-1.6086, 1.8226, 1.5120)
H (-2.6966, 1.3566, 0.3696)
H (-3.0283, 0.3618, 2.6114)
S (1.9308, -1.2551, -0.4874)
C (2.5731, -0.8206, -2.0684)
C (3.3466, -1.7589, -2.7734)
C (3.8714, -1.4805, -4.0249)
C (3.6352, -0.2494, -4.6235)
C (2.8900, 0.7000, -3.9345)
C (2.3785, 0.4392, -2.6637)
As (1.3001, 1.7489, -1.6847)
C (1.1976, 3.1628, -3.0570)
C (2.1605, 4.1399, -3.2146)
C (1.9973, 5.1504, -4.1627)
C (0.8723, 5.1847, -4.9721)
C (-0.0861, 4.1987, -4.8376)
C (0.0775, 3.2005, -3.8782)
C (2.7146, 2.5653, -0.6305)
C (2.4679, 3.8829, -0.0571)
C (3.2962, 4.4054, 0.9212)
C (4.3370, 3.6414, 1.4806)
C (4.5797, 2.3199, 0.9280)
C (3.7830, 1.8154, -0.0731)
H (3.5173, -2.7237, -2.3092)
H (4.4667, -2.2291, -4.5377)
H (4.0264, -0.0276, -5.6098)
H (2.7136, 1.6665, -4.3880)
H (3.0525, 4.0954, -2.6004)
H (2.7608, 5.9120, -4.2738)
H (0.7487, 5.9718, -5.7091)
H (-0.9584, 4.2003, -5.4814)
H (-0.6645, 2.4161, -3.7753)
H (1.6673, 4.5004, -0.4595)
H (3.1344, 5.4222, 1.2733)
H (4.9800, 4.0562, 2.2474)
H (5.3927, 1.7161, 1.3188)
H (3.9795, 0.8190, -0.4462)
C (0.4651, 4.3433, 2.7050)
N (0.1407, 3.1798, 1.8867)
C (0.9540, 2.0827, 1.9263)
N (1.8983, 2.0490, 2.9010)
O (0.7802, 1.1645, 1.1725)
H (-0.3558, 5.0564, 2.6378)
H (1.3892, 4.8325, 2.3829)
H (0.5792, 4.0325, 3.7394)
H (-0.0484, 3.4034, 0.9257)
H (2.6560, 2.7302, 2.7249)
H (2.3031, 1.1214, 2.8800)
C (0.0662, -3.1312, -2.9636)
C (-1.3216, -3.4877, -2.4216)
C (-1.3025, -3.7640, -0.9144)
C (-2.3481, -2.4384, -2.8319)
C (-3.3054, -2.8865, -3.7353)
C (-4.3267, -2.0848, -4.2241)
C (-4.3783, -0.7909, -3.7427)
C (-3.4517, -0.2702, -2.8376)
C (-3.8203, 1.1330, -2.3525)
C (-4.5559, 0.9974, -1.0055)
C (-2.6892, 2.1696, -2.3536)
C (-2.3479, -1.0722, -2.3406)
N (-1.3898, -0.6087, -1.4754)
H (0.8163, -3.8668, -2.6508)
H (0.3643, -2.1627, -2.5905)
H (0.0466, -3.0903, -4.0594)
H (-1.6256, -4.4161, -2.9104)
H (-0.9449, -2.9080, -0.3629)
H (-0.6434, -4.6115, -0.6922)
H (-2.3091, -4.0064, -0.5580)
H (-3.2451, -3.9193, -4.0686)
H (-5.0528, -2.4543, -4.9394)
H (-5.1835, -0.1390, -4.0776)
H (-4.5533, 1.5133, -3.0671)
H (-4.0086, 0.3495, -0.3150)
H (-5.5288, 0.5256, -1.1751)
H (-4.7354, 1.9757, -0.5346)
H (-1.7773, 1.7579, -1.9504)
H (-2.9738, 3.0749, -1.7970)
H (-2.4840, 2.4738, -3.3846)

As for the total charge: -2. As for the energy above the lowest of the compared OMol25 structures with the same formula, charge and spin: 53.9 kJ/mol. The calculation puts the largest force on an atom at 1.56 eV/Å. The calculation puts the gap between HOMO and LUMO (alpha / beta) at 0.115 / 0.206 Ha. As for the spin multiplicity: 3. Its expectation value of S² is 2.02. The value obtained for the HOMO energy (alpha / beta) is 1.2 / -1.4 eV. For the calculated total energy, the calculation gives -5264.526710 hartree.



Which of these has the lowest calculated total energy?
C33H40AsN5O3STi